117
Properties=species:S:1:pos:R:3 method="wB97M-V/def2-TZVPD" spin_multiplicity=2 s2=0.768 charge=+2 orbital_gap_ev="7.12 / 6.24"
Ta -0.746 -0.544 0.253
C -2.871 6.549 -1.139
C -2.205 6.302 -2.307
C -1.318 5.137 -2.327
C -1.192 4.270 -1.227
C -1.944 4.545 -0.021
C -2.709 5.715 -0.091
P -0.123 2.892 -1.334
C -0.114 2.530 -3.079
C -1.334 2.496 -3.724
C -1.511 2.173 -5.082
C -0.306 1.876 -5.787
C 0.934 1.893 -5.159
C 1.016 2.198 -3.782
C 1.454 3.083 -0.586
C 1.886 4.402 -0.364
C 3.174 4.616 0.090
C 3.971 3.578 0.447
C 3.560 2.296 0.280
C 2.275 2.028 -0.245
Si 1.756 0.184 -0.295
C 2.259 -0.511 -1.936
C 3.352 0.034 -2.573
C 3.779 -0.482 -3.816
C 3.100 -1.601 -4.336
C 2.000 -2.157 -3.678
C 1.568 -1.584 -2.481
P 0.009 -2.073 -1.713
C 0.270 -3.758 -0.857
C 1.139 -3.838 0.208
C 1.572 -5.011 0.764
C 1.024 -6.205 0.356
C 0.154 -6.220 -0.742
C -0.190 -4.953 -1.330
C -1.261 -2.234 -2.984
C -1.093 -1.551 -4.165
C -2.128 -1.466 -5.111
C -3.280 -2.262 -4.885
C -3.483 -2.956 -3.696
C -2.437 -2.970 -2.795
C 2.749 -0.620 1.074
C 3.929 -1.254 0.786
C 4.628 -2.046 1.710
C 4.106 -2.023 3.045
C 2.955 -1.379 3.396
C 2.212 -0.694 2.373
P 0.544 -0.001 2.660
C 0.590 1.755 2.937
C -0.591 2.569 2.885
C -0.502 3.855 3.237
C 0.718 4.457 3.554
C 1.879 3.723 3.532
C 1.800 2.349 3.253
C -0.025 -0.881 4.097
C -0.023 -2.243 3.988
C -0.464 -3.016 5.032
C -0.814 -2.429 6.224
C -0.727 -1.032 6.402
C -0.286 -0.307 5.344
H -3.607 7.363 -1.014
H -2.288 6.948 -3.172
H -0.778 4.860 -3.272
H -1.924 3.973 0.866
H -3.332 6.015 0.713
H -2.234 2.626 -3.107
H -2.509 2.034 -5.494
H -0.402 1.469 -6.782
H 1.879 1.740 -5.722
H 2.039 2.222 -3.356
H 1.311 5.282 -0.618
H 3.515 5.640 0.042
H 4.992 3.791 0.790
H 4.134 1.453 0.636
H 3.952 0.852 -2.150
H 4.641 -0.030 -4.294
H 3.368 -2.024 -5.352
H 1.409 -2.955 -4.150
H 1.726 -3.027 0.599
H 2.347 -5.008 1.555
H 1.247 -7.080 0.932
H -0.393 -7.090 -1.129
H -0.838 -5.017 -2.218
H -0.183 -0.982 -4.389
H -1.945 -0.948 -6.017
H -4.007 -2.406 -5.660
H -4.357 -3.540 -3.533
H -2.614 -3.376 -1.774
H 4.337 -1.186 -0.257
H 5.453 -2.742 1.485
H 4.630 -2.629 3.762
H 2.496 -1.469 4.384
H -1.522 2.071 2.620
H -1.369 4.452 3.326
H 0.774 5.522 3.796
H 2.834 4.204 3.738
H 2.678 1.728 3.282
H 0.100 -2.604 2.978
H -0.380 -4.106 5.054
H -1.151 -3.117 6.982
H -1.199 -0.446 7.220
H -0.294 0.776 5.392
S -2.423 0.761 -0.777
C -0.612 1.419 -0.556
C -4.697 -2.100 0.700
Si -3.307 -2.208 1.968
C -3.166 -3.973 2.564
C -3.681 -1.004 3.323
O -1.777 -1.811 1.252
H -5.512 -1.505 1.075
H -5.189 -3.114 0.658
H -4.432 -1.777 -0.321
H -2.213 -3.832 3.148
H -2.978 -4.727 1.755
H -3.857 -4.309 3.393
H -2.799 -0.610 3.820
H -4.296 -1.472 4.114
H -4.287 -0.178 2.919